(1)
Molecular formula: C28H38CsN10OSe4
Method: DFT, ωB97M-V/def2-TZVPD

Summary:
Total charge ... -1
E ... -11338.6735 Eh
Lowest unoccupied orbital energy ... 1.7 eV
HOMO level ... -2.79 eV

Geometry as XYZ:
```
82
C28H38CsN10OSe4 ωB97M-V/def2-TZVPD
Cs -0.39 0.32 -0.61
C -2.57 -0.91 2.71
N -1.19 -1.06 2.25
C -0.33 -1.24 3.41
C 1.10 -0.89 3.16
N 1.56 0.31 2.91
C 2.94 0.15 2.90
C 3.95 1.10 2.73
C 5.27 0.69 2.79
C 5.59 -0.66 3.02
C 4.61 -1.61 3.20
C 3.28 -1.18 3.13
N 2.08 -1.83 3.30
C -3.52 -1.02 1.56
N -4.15 0.00 1.02
C -4.84 -0.57 -0.05
C -5.66 0.04 -1.01
C -6.16 -0.76 -2.02
C -5.85 -2.13 -2.10
C -5.06 -2.74 -1.15
C -4.58 -1.94 -0.12
N -3.76 -2.20 0.95
H -2.71 0.07 3.16
H -2.83 -1.68 3.45
H -1.15 -1.94 1.71
H -0.39 -2.27 3.78
H -0.68 -0.58 4.21
H 3.69 2.15 2.60
H 6.07 1.41 2.68
H 6.63 -0.96 3.07
H 4.85 -2.65 3.39
H 1.90 -2.82 3.33
H -5.88 1.10 -0.96
H -6.79 -0.32 -2.78
H -6.23 -2.71 -2.93
H -4.77 -3.78 -1.23
H -3.24 -3.06 1.13
N -1.92 3.07 0.47
C -3.08 3.11 -0.42
C -2.68 3.46 -1.85
N -1.85 2.42 -2.41
C -1.65 2.48 -3.85
C -1.09 1.17 -4.38
N 0.18 0.83 -3.74
H -1.64 4.00 0.75
H -2.16 2.56 1.31
H -3.51 2.11 -0.43
H -3.87 3.80 -0.08
H -3.60 3.52 -2.45
H -2.21 4.46 -1.88
H -0.94 2.43 -1.95
H -2.62 2.65 -4.32
H -0.99 3.33 -4.14
H -1.79 0.37 -4.14
H -1.02 1.23 -5.47
H 0.45 -0.11 -4.00
H 0.92 1.48 -4.00
C 2.77 3.77 0.38
C 2.64 2.70 -0.68
O 1.80 2.78 -1.57
N 3.51 1.66 -0.59
C 3.43 0.52 -1.48
C 3.44 -0.80 -0.75
C 4.63 -1.44 -0.41
C 4.56 -2.69 0.19
C 3.33 -3.26 0.43
C 2.19 -2.54 0.07
N 2.25 -1.34 -0.49
H 1.97 3.62 1.11
H 2.63 4.74 -0.09
H 3.73 3.74 0.89
H 4.08 1.58 0.24
H 4.26 0.55 -2.20
H 2.50 0.61 -2.03
H 5.58 -0.97 -0.63
H 5.47 -3.21 0.46
H 3.22 -4.24 0.87
H 1.20 -2.96 0.24
Se -1.38 -2.77 -3.60
Se -1.39 -2.80 -1.31
Se -1.13 -5.02 -0.45
Se -1.03 -4.44 1.81
```

Löwdin atomic charge list, values in e, 6 entries: Cs 0.82; C -0.17; N -0.11; C -0.19; C -0.30; N 0.18

(2)
Molecular formula: C28H38EuN4OP2
Method: DFT, ωB97M-V/def2-TZVPD

Summary:
E ... -2776.8016 Eh
Multiplicity ... 8
Expectation value of S² ... 15.76
Lowest unoccupied orbital energy (spin up / spin down) ... -0.7 / -0.7 eV
HOMO level (spin up / spin down) ... -6.68 / -6.67 eV

Geometry as XYZ:
```
74
C28H38EuN4OP2 ωB97M-V/def2-TZVPD
Eu 0.88 -2.77 -4.35
C -0.93 3.51 -0.58
C -1.55 2.73 -1.47
C -1.14 2.33 -2.87
C 0.10 1.38 -2.90
C 1.42 2.06 -3.11
C 1.82 3.20 -2.51
C 0.95 4.37 -2.13
C 0.33 4.31 -0.73
C 2.19 -3.51 -2.07
H -1.38 3.62 0.41
H -2.51 2.29 -1.16
H -1.03 3.18 -3.56
H -1.98 1.73 -3.26
H 0.10 0.76 -1.97
H -0.02 0.67 -3.74
H 2.06 1.56 -3.84
H 2.88 3.37 -2.25
H 0.16 4.53 -2.88
H 1.62 5.24 -2.12
H 1.06 3.94 0.01
H 0.11 5.35 -0.48
H 1.24 -3.74 -1.58
H 2.49 -2.47 -1.88
H 2.93 -4.25 -1.76
P 1.44 -1.49 -6.75
P -2.14 -0.85 -6.64
N 2.62 -0.15 -6.92
N 2.22 -2.66 -7.83
N -2.15 0.93 -7.23
N -3.69 -1.26 -7.42
C 0.30 -0.71 -7.98
C -1.07 -1.38 -8.06
C 3.67 0.07 -6.02
C 4.62 0.88 -6.65
C 4.15 1.14 -7.97
C 2.92 0.51 -8.11
C 2.49 -3.98 -7.46
C 2.86 -4.67 -8.61
C 2.79 -3.76 -9.71
C 2.44 -2.52 -9.20
C -1.98 1.94 -6.28
C -1.79 3.16 -6.93
C -1.83 2.90 -8.33
C -2.06 1.53 -8.49
C -4.46 -0.59 -8.37
C -5.49 -1.41 -8.80
C -5.34 -2.66 -8.12
C -4.23 -2.56 -7.29
H 0.71 -0.72 -9.00
H 0.21 0.34 -7.65
H -1.55 -1.09 -9.01
H -1.04 -2.48 -8.02
H 3.63 -0.37 -5.03
H 5.55 1.23 -6.24
H 4.62 1.70 -8.75
H 2.23 0.49 -8.94
H 2.42 -4.29 -6.42
H 3.17 -5.70 -8.68
H 2.97 -3.96 -10.75
H 2.34 -1.56 -9.67
H -2.01 1.71 -5.23
H -1.66 4.13 -6.47
H -1.73 3.62 -9.14
H -2.18 0.97 -9.41
H -4.23 0.43 -8.65
H -6.25 -1.15 -9.52
H -5.97 -3.53 -8.22
H -3.77 -3.26 -6.62
C -1.12 -2.50 -2.04
O -0.73 -1.77 -3.18
H -1.92 -1.86 -1.65
H -0.27 -2.63 -1.34
H -1.52 -3.53 -2.24
```

Löwdin atomic charge list, values in e, 6 entries: Eu 1.29; C -0.12; C -0.10; C -0.21; C -0.19; C -0.11

(3)
Molecular formula: C28H38FeN6O4P2
Method: DFT, ωB97M-V/def2-TZVPD

Summary:
Total charge ... +1
E ... -3665.4874 Eh
Multiplicity ... 6
Expectation value of S² ... 8.79
Lowest unoccupied orbital energy (spin up / spin down) ... -2.1 / -2.3 eV
HOMO level (spin up / spin down) ... -8.57 / -10.27 eV

Geometry as XYZ:
```
79
C28H38FeN6O4P2 ωB97M-V/def2-TZVPD
Fe 0.51 0.13 0.53
C 1.69 -4.47 -1.87
P 1.50 -2.72 -1.36
C 0.27 -2.27 -2.68
C 3.01 -1.93 -2.02
C 3.58 -2.27 -3.25
C 4.71 -1.61 -3.71
C 5.28 -0.61 -2.95
C 4.73 -0.26 -1.73
C 3.60 -0.92 -1.24
P 2.88 -0.47 0.38
C 3.51 -1.74 1.51
C 3.81 1.00 0.90
H 1.91 -4.61 -2.93
H 0.77 -5.00 -1.63
H 2.50 -4.92 -1.28
H 0.78 -2.11 -3.64
H 0.03 -0.19 -2.20
H -0.44 -3.10 -2.78
H 3.14 -3.05 -3.85
H 5.13 -1.88 -4.67
H 6.16 -0.08 -3.31
H 5.19 0.53 -1.16
H 4.60 -1.71 1.53
H 3.18 -2.73 1.18
H 3.13 -1.56 2.51
H 4.89 0.83 0.94
H 3.47 1.27 1.90
H 3.59 1.84 0.24
C 0.17 4.07 2.13
C 0.22 3.04 1.04
O 0.81 1.97 1.32
C -0.37 3.29 -0.25
C -1.07 4.50 -0.47
C -1.64 4.80 -1.67
C -1.50 3.87 -2.73
C -0.83 2.69 -2.55
C -0.26 2.35 -1.31
O 0.36 1.21 -1.18
H 0.75 3.71 2.98
H -0.86 4.22 2.45
H 0.56 5.03 1.79
H -1.15 5.22 0.34
H -2.16 5.73 -1.82
H -1.94 4.10 -3.69
H -0.70 2.01 -3.38
C -3.06 -0.60 -5.22
N -2.47 -0.89 -3.91
C -3.29 -1.34 -2.86
C -2.80 -1.41 -1.58
C -1.48 -1.16 -1.28
O -0.89 -1.09 -0.16
N -0.56 -1.02 -2.45
C -1.16 -0.65 -3.78
O -0.41 -0.21 -4.61
H -4.13 -0.46 -5.08
H -2.89 -1.43 -5.91
H -2.61 0.30 -5.63
H -4.31 -1.54 -3.13
H -3.47 -1.63 -0.76
C 1.42 1.64 6.11
C 1.23 0.21 6.60
C 2.43 -0.66 6.25
C -0.10 -0.36 6.12
N -0.15 -0.55 4.67
C 0.39 -1.49 3.89
N 0.12 -1.20 2.64
N -0.59 -0.05 2.68
N -0.75 0.35 3.89
H 2.40 2.02 6.40
H 0.66 2.31 6.51
H 1.36 1.69 5.01
H 1.14 0.23 7.69
H 2.64 -0.63 5.18
H 2.28 -1.71 6.54
H 3.32 -0.30 6.76
H -0.91 0.33 6.34
H -0.33 -1.32 6.59
H 0.93 -2.35 4.25
```

Löwdin atomic charge list, values in e, 6 entries: Fe 0.67; C -0.27; P 0.99; C -0.22; C -0.39; C -0.08